(1)
{"formula": "C20H40AsBrCuF6O10", "method": "ωB97M-V with the def2-TZVPD basis set", "elements": ["Cu", "As", "F", "F", "F", "F", "F", "F", "Br", "O", "C", "O", "C", "C", "C", "H", "H", "H", "H", "H", "H", "H", "H", "O", "C", "O", "C", "C", "C", "H", "H", "H", "H", "H", "H", "H", "H", "O", "C", "O", "C", "C", "C", "H", "H", "H", "H", "H", "H", "H", "H", "O", "C", "O", "C", "C", "C", "H", "H", "H", "H", "H", "H", "H", "H", "O", "C", "O", "C", "C", "C", "H", "H", "H", "H", "H", "H", "H", "H"], "positions_angstrom": [[-0.25677, -0.71406, -0.25091], [1.75901, 1.56768, 2.66374], [2.08396, 0.44527, 4.00270], [1.07785, 0.15615, 1.88496], [1.38873, 2.60565, 1.25887], [2.49414, 2.72800, 3.53366], [3.30973, 1.06040, 1.91901], [0.17019, 1.90853, 3.23369], [-1.32325, -2.13742, -2.12019], [-0.97503, -1.79486, 1.29002], [-1.17957, -2.93644, 1.71341], [-1.26115, -3.20314, 3.01636], [-1.07640, -2.10089, 4.02819], [-0.08018, -2.51854, 4.99867], [-1.25443, -4.15263, 0.81240], [-2.11244, -1.91544, 4.36621], [-0.76624, -1.26697, 3.44774], [0.89147, -2.30964, 4.56380], [-0.12420, -3.61831, 5.26810], [-0.12516, -1.85848, 5.89061], [-1.89435, -4.93426, 1.18387], [-0.22134, -4.50378, 0.85715], [-1.42682, -3.77561, -0.22048], [0.38858, 3.12416, -2.68340], [-0.41350, 3.71240, -2.01303], [-1.69919, 3.53120, -2.07212], [-2.22146, 2.50987, -2.90356], [-3.68465, 2.66314, -2.85089], [-0.14904, 4.70196, -0.88873], [-1.91748, 1.53908, -2.45711], [-1.71626, 2.50426, -3.89370], [-3.99745, 2.74786, -1.77827], [-4.21221, 1.80549, -3.25892], [-3.94952, 3.59394, -3.36643], [0.06798, 4.14651, 0.01385], [-0.99414, 5.36118, -0.71465], [0.76216, 5.32270, -1.04337], [0.68037, 0.59379, -1.37766], [1.35917, 0.61160, -2.40185], [2.50027, 1.25230, -2.47008], [2.98906, 2.00906, -1.33219], [4.00057, 2.95566, -1.89082], [1.07234, -0.10159, -3.68017], [3.44197, 1.33605, -0.56159], [2.11541, 2.49623, -0.80882], [3.65849, 3.59880, -2.68824], [4.85529, 2.36899, -2.23453], [4.22457, 3.55807, -0.97837], [1.83868, -0.06281, -4.45149], [0.11975, 0.17772, -3.99524], [0.93144, -1.17416, -3.46237], [-1.47367, 1.20007, 0.21669], [-2.47735, 1.64611, 0.72019], [-3.64034, 1.12620, 0.63946], [-3.84037, -0.00982, -0.13586], [-4.69053, -1.06281, 0.58331], [-2.55863, 2.89620, 1.61607], [-2.88398, -0.47991, -0.45639], [-4.26075, 0.23008, -1.12593], [-5.63263, -0.64454, 0.92923], [-4.19957, -1.57187, 1.43211], [-4.95404, -1.93693, 0.01633], [-1.64144, 3.04196, 2.18039], [-3.37480, 2.75909, 2.33534], [-2.62964, 3.78154, 0.99914], [1.57511, -1.87023, -0.05821], [2.24830, -2.69561, 0.51405], [2.87997, -3.70290, -0.14243], [2.69778, -3.86801, -1.53896], [3.78698, -3.05048, -2.23434], [2.37818, -2.99544, 2.00496], [1.69039, -3.55472, -1.84373], [2.78391, -4.90479, -1.72717], [3.41756, -2.85328, -3.26476], [4.73347, -3.56002, -2.16927], [3.83449, -2.10848, -1.68761], [1.68018, -3.76506, 2.17367], [2.10593, -2.14561, 2.59571], [3.29652, -3.51540, 2.33017]], "forces_ev_per_a": [[-0.24, -0.09, -0.43], [0.05, -3.41, -1.92], [-0.30, 0.37, -0.29], [-0.57, -0.25, -0.90], [0.46, -0.58, 0.95], [1.15, 2.72, 1.27], [-0.93, 0.66, 0.29], [-0.21, 0.26, 0.47], [0.23, 0.57, 0.54], [-0.13, -0.01, 0.23], [-0.02, -0.06, 0.45], [0.09, 0.29, -0.70], [-2.31, -0.49, -1.85], [1.24, -0.87, 1.55], [0.75, 1.45, -0.14], [0.61, -0.19, 0.24], [0.32, 0.97, -0.20], [0.33, -0.21, 0.07], [-0.18, 1.38, -0.11], [-0.12, -0.62, -0.36], [-0.33, -0.08, 0.03], [0.07, -0.36, -0.19], [-0.18, -0.62, 0.75], [0.43, -0.04, -0.46], [1.04, 0.93, 1.29], [-1.64, 0.17, -0.10], [1.64, -1.85, -0.10], [-1.10, 0.57, 0.58], [1.29, 0.63, -0.42], [-0.10, 0.36, -0.11], [-0.64, 0.41, 0.40], [0.21, 0.02, -0.85], [0.00, 0.05, -0.30], [-0.36, -0.28, 0.10], [-0.12, -0.37, 0.28], [-0.10, -0.09, -0.07], [-0.61, -0.50, -0.25], [-0.19, -0.39, 0.43], [1.42, -0.06, -0.50], [-0.42, -0.47, 0.22], [-1.34, 0.02, 0.94], [0.37, 0.15, 1.52], [0.79, -1.69, 0.78], [-0.37, 0.28, -0.79], [1.01, -0.43, -0.84], [-0.37, 0.07, -0.10], [0.18, 0.37, 0.11], [0.54, -0.09, -0.92], [-0.05, 0.65, 0.23], [-1.56, 0.72, -0.88], [0.09, 0.33, 0.23], [0.72, -0.36, -0.34], [1.73, 2.10, 1.70], [-2.54, -0.47, 0.10], [0.47, -2.97, -1.81], [0.09, 0.09, 0.89], [0.69, -0.80, 0.03], [-0.46, 0.39, 0.61], [-0.34, 0.41, 0.55], [-0.03, 0.14, 0.16], [0.16, 0.86, 0.01], [-0.01, -0.01, -1.13], [0.22, -0.37, -0.07], [0.03, 0.35, -0.48], [-0.53, 0.19, -0.21], [0.32, 0.01, 0.13], [0.64, -1.90, 0.16], [-0.47, 0.34, 1.17], [-0.02, 1.55, -0.52], [-1.58, 0.12, -0.36], [0.69, 0.61, -0.70], [0.20, 0.12, 0.19], [0.17, -1.13, -0.11], [0.81, -0.12, 0.46], [0.36, -0.04, -0.30], [0.19, 0.14, -0.29], [-1.41, -0.95, 0.22], [0.13, 0.56, 0.35], [-0.02, 0.87, -0.56]], "s_squared": 0.753, "e_lumo_ev": [0.43, -2.09], "spin_multiplicity": 2, "charge": 0, "homo_lumo_gap_ha": [0.3657, 0.2710], "homo_ev": [-9.5188, -9.4621]}



(2)
{"formula": "C5H9NO", "method": "ωB97M-V with the def2-TZVPD basis set", "elements": ["C", "C", "C", "N", "C", "C", "H", "H", "H", "H", "H", "H", "H", "O", "H", "H"], "positions_angstrom": [[1.21485, -1.31795, -0.04908], [0.29069, -0.36503, -0.11928], [-0.40316, 0.40498, -1.22720], [-1.42161, 0.93944, -0.26351], [-2.01638, -0.23834, 0.35749], [-0.69829, 0.22745, 0.83611], [1.45760, -1.79595, 0.89533], [1.70204, -1.68319, -0.94790], [-0.82042, -0.20786, -2.03297], [0.17370, 1.23468, -1.64101], [-2.03716, -1.16712, -0.20907], [-2.88978, -0.03865, 0.96743], [-0.54372, 0.67559, 1.81616], [2.04788, 1.36782, 0.24112], [2.17339, 0.39918, 0.23383], [1.77039, 1.56497, 1.14253]], "forces_ev_per_a": [[-0.50, -0.25, -0.10], [-0.27, -0.76, -0.12], [0.06, -0.14, -0.30], [-0.02, 0.17, -0.09], [-0.29, -0.19, 0.04], [0.15, -0.12, 0.33], [0.06, 0.09, -0.07], [0.00, 0.04, 0.10], [-0.05, 0.14, 0.02], [0.04, -0.21, 0.15], [-0.13, 0.10, 0.06], [0.07, 0.06, -0.07], [0.03, -0.18, -0.20], [0.69, 0.34, 0.27], [0.02, 0.83, 0.03], [0.14, 0.08, -0.06]], "e_lumo_ev": 0.86, "de_lowest_kcal_mol": 90.39, "charge": 0, "homo_lumo_gap_ha": 0.3658, "homo_ev": -9.0962, "smiles": "C=C1CN2C[C@@H]12.O"}